A.
The following is a quantum chemistry calculation of 2 unconnected molecules or ions with the total composition C5H10N, from the OMol25 dataset.

```
! wB97M-V def2-TZVPD RIJCOSX def2/J DEFGRID3
* xyz 1 1
C 1.89 -0.62 0.03
C 0.67 -1.48 -0.25
C -0.20 -0.83 0.61
C 0.73 0.23 0.46
C 0.45 1.64 0.18
N -2.05 -0.10 -0.30
H 2.52 -0.94 0.83
H 2.59 -0.59 -0.95
H 0.35 -1.85 -1.21
H -0.92 -1.20 1.28
H 1.45 2.06 0.01
H 0.01 1.94 1.17
H -0.24 1.84 -0.56
H -2.17 -0.44 -1.18
H -2.26 0.89 -0.35
H -2.82 -0.55 0.24
*
```

E_HOMO in eV: -13.758
Orbital gap in eV: 9.325

B.
The following is a quantum chemistry calculation of a gas-phase ion, C5H10N (charge +1), from the OMol25 dataset.

```
! wB97M-V def2-TZVPD RIJCOSX def2/J DEFGRID3
* xyz 1 1
C 1.48 -0.51 1.25
C 0.05 -0.56 0.69
C -1.15 0.39 0.92
C -0.62 0.27 -0.50
C -0.13 1.16 -1.53
N -0.49 -1.21 -0.50
H 1.50 -1.32 1.98
H 1.57 0.47 1.80
H 2.18 -0.88 0.56
H -1.04 1.29 1.36
H -2.14 -0.13 1.21
H -0.08 2.18 -1.33
H -0.87 1.24 -2.42
H 0.88 1.11 -1.89
H -1.33 -1.89 -0.49
H 0.18 -1.60 -1.12
*
```

E_HOMO in eV: -14.022
Orbital gap in eV: 10.685

C.
The following is a quantum chemistry calculation of a gas-phase ion, C5H10N (charge +1), from the OMol25 dataset.

```
! wB97M-V def2-TZVPD RIJCOSX def2/J DEFGRID3
* xyz 1 1
C 2.00 -0.41 2.07
N 0.81 -0.78 1.84
C 0.03 -0.49 0.68
C 0.13 0.63 -0.01
C -0.87 0.99 -1.09
C -1.24 -0.12 -2.04
H 2.51 0.28 1.42
H 2.54 -0.75 2.95
H 0.41 -1.43 2.52
H -0.80 -1.15 0.50
H 0.90 1.37 0.19
H -1.74 1.32 -0.52
H -0.53 1.88 -1.60
H -1.59 -1.04 -1.56
H -0.42 -0.42 -2.69
H -2.11 0.12 -2.65
*
```

E_HOMO in eV: -14.481
Orbital gap in eV: 9.067

Tell me which of them is the most stable. Sure, it is C.

A.
The following is a quantum chemistry calculation of a molecular structure, C4H8O4, from the OMol25 dataset.

```
! wB97M-V def2-TZVPD RIJCOSX def2/J DEFGRID3
* xyz 0 1
C 0.90 1.47 1.97
C 0.80 -0.34 -0.68
C -1.33 -1.46 -1.58
C -0.71 -0.54 -0.57
O 1.32 0.78 -0.04
O 0.14 0.52 2.44
O 0.46 2.44 1.26
O -1.39 0.00 0.29
H -0.65 0.44 1.84
H 0.69 1.85 0.21
H 1.90 1.48 2.41
H 1.06 -0.34 -1.75
H 1.25 -1.26 -0.27
H -2.30 -1.81 -1.24
H -0.67 -2.31 -1.79
H -1.46 -0.92 -2.52
*
```

E_HOMO in eV: -9.592
Orbital gap in eV: 10.377

B.
The following is a quantum chemistry calculation of a molecular structure, C4H8O4, from the OMol25 dataset.

```
! wB97M-V def2-TZVPD RIJCOSX def2/J DEFGRID3
* xyz 0 1
C -1.56 -0.21 0.85
C -0.13 -0.37 0.04
C 1.28 -0.23 0.50
C 0.79 0.93 -0.51
H -2.52 0.98 -0.19
H -1.85 -1.09 1.37
H -1.58 0.46 1.55
H -1.57 -1.17 -0.97
H 1.50 0.32 1.37
H 2.08 -1.52 -0.54
H 0.86 0.96 -1.53
H 1.50 2.83 -0.53
O -2.63 -0.06 -0.11
O -0.33 -1.29 -0.92
O 2.37 -1.14 0.32
O 0.51 2.17 -0.02
*
```

E_HOMO in eV: -8.222
Orbital gap in eV: 8.368

Tell me which of them is the most stable. Sure, it is A.

A.
The following is a quantum chemistry calculation of a single CH3N3O molecule, from the OMol25 dataset.

```
! wB97M-V def2-TZVPD RIJCOSX def2/J DEFGRID3
* xyz 0 1
O 2.18 0.06 -0.17
C 0.99 -0.01 -0.06
N 0.00 -0.98 0.22
N -1.06 -0.01 0.18
N -0.05 1.00 0.06
H -0.11 -1.95 -0.05
H -1.79 -0.07 -0.69
H -0.16 1.96 0.51
*
```

E_HOMO in eV: -8.812
Orbital gap in eV: 9.748

B.
The following is a quantum chemistry calculation of 2 unconnected molecules or ions with the total composition CH3N3O, from the OMol25 dataset.

```
! wB97M-V def2-TZVPD RIJCOSX def2/J DEFGRID3
* xyz 0 1
H 1.66 0.99 0.03
N 2.43 0.40 0.31
N 2.28 -0.80 0.27
H 1.45 -1.19 -0.14
N -1.47 0.55 -0.28
C -2.32 -0.15 0.11
O -3.01 -0.94 0.61
H -1.02 1.14 -0.92
*
```

E_HOMO in eV: -9.300
Orbital gap in eV: 9.709

C.
The following is a quantum chemistry calculation of a single CH3N3O molecule, from the OMol25 dataset.

```
! wB97M-V def2-TZVPD RIJCOSX def2/J DEFGRID3
* xyz 0 1
O -1.67 -0.56 -0.53
N -0.70 0.24 0.05
C 0.79 -0.10 0.71
N 1.11 1.04 -0.05
N 0.01 1.08 -0.71
H -1.52 -0.56 -1.49
H 0.95 -0.08 1.78
H 1.03 -1.05 0.24
*
```

E_HOMO in eV: -9.534
Orbital gap in eV: 9.983

Tell me which of them is the most stable. Sure, it is B.

A.
The following is a quantum chemistry calculation of a single C6H8N2O molecule, from the OMol25 dataset.

```
! wB97M-V def2-TZVPD RIJCOSX def2/J DEFGRID3
* xyz 0 1
H 2.06 -1.02 0.61
N 1.12 -0.84 1.11
C 0.36 -0.47 0.17
O 1.03 -0.47 -1.10
C -1.07 -0.18 0.18
C -1.68 1.07 0.28
C -3.08 0.86 0.35
C -3.27 -0.51 0.24
N -2.07 -1.13 0.15
C -1.90 -2.57 0.01
H 0.38 -0.46 -1.81
H -1.17 2.03 0.36
H -3.85 1.61 0.47
H -4.19 -1.09 0.21
H -1.42 -2.99 0.90
H -2.89 -3.01 -0.12
H -1.29 -2.79 -0.87
*
```

E_HOMO in eV: -8.643
Orbital gap in eV: 9.365

B.
The following is a quantum chemistry calculation of a molecular structure, C6H8N2O, from the OMol25 dataset.

```
! wB97M-V def2-TZVPD RIJCOSX def2/J DEFGRID3
* xyz 0 1
C 2.20 -0.83 0.72
C 1.50 -0.22 -0.46
C -0.04 -0.51 -0.46
C -1.95 -1.35 -0.37
C -2.11 -0.09 -0.12
C -0.49 1.95 -0.05
H 1.67 -0.43 1.72
H 3.34 -0.62 0.52
H 2.00 -2.14 0.89
H -2.68 -2.15 -0.25
H -2.76 0.58 -0.06
H -0.08 2.17 1.12
H -1.53 2.58 -0.31
H 0.37 2.02 -0.71
N -0.65 -1.66 -0.61
N -0.84 0.49 -0.16
O 2.05 0.19 -1.40
*
```

E_HOMO in eV: -9.128
Orbital gap in eV: 9.771

Tell me which of them is the most stable. Sure, it is A.

A.
The following is a quantum chemistry calculation of a single C6H8N2O molecule, from the OMol25 dataset.

```
! wB97M-V def2-TZVPD RIJCOSX def2/J DEFGRID3
* xyz 0 1
C -2.23 0.19 0.60
C -1.52 -0.83 -0.19
O -2.11 -1.62 -0.86
C 0.00 -0.86 -0.09
N 0.68 -2.02 0.10
C 1.99 -1.61 0.10
C 2.12 -0.26 -0.04
N 0.87 0.20 -0.18
C 0.44 1.56 -0.48
H -1.55 0.31 1.51
H -3.45 -0.28 0.76
H -2.29 1.22 0.28
H 2.87 -2.27 0.28
H 3.05 0.52 -0.37
H 1.36 2.05 -0.84
H 0.02 2.06 0.45
H -0.25 1.63 -1.03
*
```

E_HOMO in eV: -8.989
Orbital gap in eV: 9.603

B.
The following is a quantum chemistry calculation of a molecular structure, C6H8N2O, from the OMol25 dataset.

```
! wB97M-V def2-TZVPD RIJCOSX def2/J DEFGRID3
* xyz 0 1
C 0.74 0.68 -1.37
C -0.73 -1.07 -0.42
C -1.68 -0.53 0.70
C -0.46 0.46 0.80
C 0.65 -0.53 1.23
C 0.46 -1.54 0.39
H 0.56 2.47 -0.45
H 2.02 2.33 -1.36
H -1.11 -1.69 -1.24
H -1.80 -1.20 1.56
H -2.59 -0.10 0.33
H -0.47 1.43 1.24
H 1.29 -0.40 2.09
H 1.03 -2.46 0.28
N 1.24 1.86 -0.88
N -0.42 0.36 -0.70
O 1.27 -0.08 -2.17
*
```

E_HOMO in eV: -9.271
Orbital gap in eV: 10.176

C.
The following is a quantum chemistry calculation of a single C6H8N2O molecule, from the OMol25 dataset.

```
! wB97M-V def2-TZVPD RIJCOSX def2/J DEFGRID3
* xyz 0 1
C 0.16 2.43 -0.91
C 0.44 0.97 -1.04
O 1.32 0.50 -1.72
C -0.27 0.08 -0.11
N -1.56 0.17 0.12
C -1.89 -0.76 1.03
C -0.68 -1.46 1.40
N 0.25 -0.89 0.63
C 1.64 -1.32 0.64
H 0.49 2.88 -1.75
H 0.30 2.97 -0.12
H -1.03 2.72 -0.98
H -2.96 -0.77 1.10
H -0.69 -2.16 2.17
H 1.72 -2.36 0.93
H 2.23 -0.53 1.22
H 2.21 -1.31 -0.11
*
```

E_HOMO in eV: -8.731
Orbital gap in eV: 9.509

Tell me which of them is the most stable. Sure, it is B.

A.
The following is a quantum chemistry calculation of a single C3H5IO molecule, from the OMol25 dataset.

```
! wB97M-V def2-TZVPD RIJCOSX def2/J DEFGRID3
* xyz 0 1
C -0.43 -0.83 -0.45
C 0.78 0.05 -0.57
I 2.66 -1.17 -0.75
C 0.83 1.22 0.39
O 0.76 1.25 -1.15
H -0.07 -1.41 0.43
H -0.70 -1.38 -1.37
H -1.21 -0.10 -0.16
H -0.06 1.70 0.84
H 1.79 1.50 0.90
*
```

E_HOMO in eV: -9.495
Orbital gap in eV: 9.877

B.
The following is a quantum chemistry calculation of 2 unconnected molecules or ions with the total composition C3H5IO, from the OMol25 dataset.

```
! wB97M-V def2-TZVPD RIJCOSX def2/J DEFGRID3
* xyz 0 1
C -0.31 1.43 -0.98
C 0.29 0.39 -0.37
C -0.17 -0.96 -0.10
O 0.44 -0.62 1.96
I -2.23 -1.41 0.20
H 0.24 2.36 -0.86
H -1.26 1.37 -1.58
H 1.25 0.47 0.09
H 0.46 -1.86 -0.22
H 1.27 -1.17 1.86
*
```

E_HOMO (spin up / spin down) in eV: -9.433 / -9.402
Orbital gap (spin up / spin down) in eV: 8.477 / 8.449

Tell me which of them is the most stable. Sure, it is A.